[1]
Here is a molecular structure, C9H16INOSr in a non-equilibrium geometry from OMol25. Energies are from ωB97M-V with the def2-TZVPD basis set.

Structure (XYZ):
```
29
Properties=species:S:1:pos:R:3:forces:R:3:mulliken_charge:R:1
C 0.676761 -1.119597 -3.555897 0.108 -0.147 -0.956 -1.09
C 0.644154 0.433163 -3.607069 0.443 0.174 -1.139 -1.18
H 1.566625 -1.509207 -3.038636 -0.169 -0.026 -0.127 0.44
H 0.740206 -1.474550 -4.588396 0.060 -0.126 0.277 0.36
H -0.230272 -1.611294 -3.155382 0.324 0.199 -0.120 0.32
H 1.350717 0.942581 -2.921309 -0.302 -0.181 -0.282 0.47
H 0.980859 0.739603 -4.604531 -0.085 0.029 0.281 0.34
H -0.357535 0.862961 -3.463810 0.331 -0.101 0.132 0.37
Sr 0.123259 -0.252911 -1.158529 -1.297 0.647 1.271 1.26
C -1.445810 1.916542 -1.563024 0.694 -0.552 0.375 -1.57
H -0.844273 2.835074 -1.684891 -0.396 -0.036 -0.011 0.30
H -2.052750 1.976624 -0.644443 -0.108 0.218 -0.415 0.29
H -2.095023 1.760952 -2.440969 0.032 0.241 0.311 0.36
I -1.959316 -2.534049 -0.922293 0.049 -0.179 0.078 -0.57
O 1.552665 -1.542814 0.479199 0.289 -0.328 0.377 -0.42
C 0.904090 -1.882516 1.733922 0.176 -0.071 -0.174 -0.58
C 0.277942 -0.637850 2.301368 -0.020 0.852 0.090 0.50
C 0.160414 -0.457615 3.684224 0.036 -0.202 -0.505 -0.77
C -0.378767 0.735071 4.159272 -0.106 -0.096 -0.144 -0.19
C -0.778576 1.707627 3.237206 0.032 -0.042 -0.261 -0.82
C -0.626066 1.456926 1.869033 0.220 -0.549 0.531 -0.19
N -0.102826 0.297221 1.417812 -0.081 0.308 0.456 -0.05
H 2.212284 -2.216934 0.257562 -0.377 0.090 0.218 0.25
H 1.662341 -2.244955 2.435068 -0.178 -0.097 -0.083 0.40
H 0.128747 -2.643736 1.556672 0.229 0.126 -0.038 0.23
H 0.508788 -1.275247 4.320285 -0.195 0.458 0.059 0.35
H -0.492700 0.894009 5.235435 0.057 0.012 -0.416 0.39
H -1.206289 2.660218 3.553545 0.153 -0.338 -0.018 0.38
H -0.919656 2.184712 1.108573 0.083 -0.283 0.232 0.43
```
Forces are in eV/Å.

Values from the calculation:
multiplicity: 1
LUMO level: -0.0133 Eh
HOMO-LUMO gap: 5.98 eV
energy relative to the best compared isomer or geometry (same formula, charge and spin): 0.000 eV
E_tot: -810.94027 Ha

***

[2]
Here is a gas-phase ion, C9H16N (charge +1) in a non-equilibrium geometry from OMol25. Energies are from ωB97M-V with the def2-TZVPD basis set.

Structure (XYZ):
```
26
Properties=species:S:1:pos:R:3:forces:R:3:mulliken_charge:R:1
C -2.202938 -3.320477 0.118687 0.505 1.743 -2.962 -0.77
C -1.834218 -2.469966 1.072934 0.366 -0.334 -1.064 -0.60
C -1.003179 -1.278629 0.938345 1.305 4.820 1.081 0.94
C -0.915179 -0.503825 2.045858 0.416 -0.216 2.642 -0.51
C -0.220372 0.888175 2.509283 -2.153 -2.341 0.369 -1.29
C -0.460321 -0.561143 -0.358718 -2.994 -2.016 -0.265 -0.49
N -0.057425 0.837192 -0.521223 2.490 -1.372 -0.316 -0.08
C 0.978719 1.168802 -1.296267 -1.827 0.036 1.517 1.05
C 1.938712 0.163659 -1.840477 -0.050 0.027 2.422 -1.18
C 1.246261 2.609231 -1.506006 -1.999 0.454 1.217 -1.31
H -2.939701 -4.062291 0.311047 -0.191 -0.704 0.063 0.33
H -1.954528 -3.098732 -1.048563 -0.426 -0.760 3.045 0.16
H -2.167152 -2.571587 2.097826 -0.085 -0.364 -0.061 0.22
H -1.301656 -1.052759 2.943312 0.165 0.877 -0.670 0.17
H 0.787521 0.846145 2.286030 2.335 -0.254 -0.299 0.40
H -0.579347 1.719122 1.952333 -0.756 0.936 -0.098 0.36
H -0.317343 1.076913 3.620021 -0.219 -0.378 -1.455 0.32
H 0.247142 -1.220963 -0.763365 0.948 -0.550 -0.871 0.39
H -1.361265 -0.614484 -0.981275 0.212 -0.232 -0.487 0.39
H -0.555453 1.449868 0.104400 -0.011 0.887 -0.471 0.21
H 1.926606 -0.689813 -1.130535 0.406 0.423 -0.564 0.42
H 1.667895 -0.236071 -2.787945 0.046 0.023 -1.065 0.32
H 2.912108 0.678714 -1.758735 -0.302 -0.571 -0.684 0.40
H 0.479874 3.071403 -2.164436 0.344 -0.229 0.539 0.33
H 2.181470 2.804220 -1.890540 2.001 0.082 -1.225 0.42
H 1.278558 3.107123 -0.520287 -0.525 0.015 -0.337 0.38
```
Forces are in eV/Å.

Values from the calculation:
multiplicity: 1
total charge: +1
LUMO level: -0.1626 Eh
HOMO-LUMO gap: 7.64 eV
energy relative to the best compared isomer or geometry (same formula, charge and spin): 3.253 eV
E_tot: -406.93000 Ha

***

Q: What is the formula in the second record?
A: C9H16N